No. 1
181
Properties=species:S:1:pos:R:3:mulliken_spin:R:1 method="wB97M-V/def2-TZVPD" total_charge=+1 homo_energy_ev=-9.58 s2=2.014 spin_multiplicity=3 energy_ev=-108610.2245 lumo_ha=-0.0513
V 0.9725 0.4487 -0.6778 1.946
O 3.3203 -1.9849 -2.3370 0.003
C 2.6300 -1.0733 -1.7537 0.041
O 2.2909 0.1053 -2.2548 -0.016
O 2.1535 -1.2345 -0.5864 -0.033
H 3.0368 -2.2648 -3.8297 0.000
O -1.2756 0.5913 2.2893 0.006
C -0.5748 0.5735 1.2715 -0.004
O 0.5810 0.0174 1.2401 0.034
O -0.7935 1.1199 0.0922 -0.019
H -0.9630 -0.2315 3.6869 -0.002
C -3.4360 4.6349 -3.4141 0.000
C -2.0631 4.0129 -3.4010 0.003
C -2.1975 2.4419 -3.2139 0.003
C -0.9040 1.9929 -2.6480 0.021
N 0.1117 1.6326 -2.2845 0.004
H -4.1718 4.3273 -4.2357 0.000
H -3.4129 5.7268 -3.3768 0.000
H -3.9505 4.2895 -2.4984 0.000
H -1.4772 4.3864 -2.5552 -0.001
H -1.5738 4.1718 -4.3536 0.000
H -2.4747 1.9726 -4.1480 0.000
H -3.0523 2.2959 -2.4780 0.000
C -4.2710 -0.3680 -1.3845 0.000
C -3.8234 -1.3569 -2.5083 0.001
C -2.7039 -2.3194 -2.0354 -0.015
C -1.4381 -1.7007 -1.7064 0.019
N -0.4340 -1.1595 -1.5418 -0.030
H -5.1986 0.1468 -1.6412 0.000
H -3.3610 0.2287 -1.1221 0.001
H -4.5153 -0.9231 -0.4770 0.000
H -3.5817 -0.7819 -3.3587 0.000
H -4.6582 -1.9963 -2.6869 0.000
H -2.4738 -3.0897 -2.8207 0.000
H -3.0220 -2.9748 -1.1955 0.003
C 0.7729 -4.0993 1.3640 0.000
C -0.0677 -4.2723 0.1084 -0.002
C 0.9036 -4.4129 -1.1880 -0.001
C 0.1610 -4.8639 -2.3538 0.000
N -0.5467 -5.2221 -3.2047 0.000
H 0.1320 -4.0096 2.2318 0.000
H 1.3318 -3.1956 1.2446 -0.001
H 1.4303 -4.9549 1.6308 0.000
H -0.6670 -3.3709 -0.0971 0.002
H -0.6676 -5.1192 0.1315 0.000
H 1.5871 -5.2070 -0.9642 0.000
H 1.5872 -3.5760 -1.3556 0.003
C -2.8502 -3.0892 -6.1077 0.000
C -3.6176 -2.1631 -7.0563 0.000
C -3.8889 -0.6646 -6.6700 0.000
C -2.6823 0.0384 -6.3329 0.000
N -1.6656 0.5329 -6.0842 0.000
H -2.4493 -3.9832 -6.6314 0.000
H -3.4286 -3.3080 -5.2548 0.000
H -2.0330 -2.4904 -5.7811 0.000
H -4.5781 -2.6702 -7.3740 0.000
H -3.0458 -2.0874 -8.0399 0.000
H -4.6257 -0.6377 -5.8895 0.000
H -4.4590 -0.2309 -7.5510 0.000
C -5.0776 1.3476 2.8628 0.000
C -4.4135 2.6841 3.2198 0.000
C -3.2375 3.0633 2.3704 -0.001
C -3.5492 3.1649 0.9453 0.000
N -3.7281 3.1279 -0.1951 0.000
H -5.8169 0.9708 3.5541 0.000
H -4.3140 0.5888 2.7209 0.000
H -5.5316 1.4562 1.8777 0.000
H -3.9784 2.6557 4.2477 0.000
H -5.1343 3.5204 3.1400 0.000
H -2.3981 2.3808 2.4699 0.001
H -2.8480 4.0849 2.6307 0.000
C 3.3308 0.5677 2.2290 -0.006
C 3.6662 1.2350 0.8397 0.040
N 2.5232 1.9339 0.0949 -0.095
C 3.1445 2.6754 -1.0610 0.023
C 4.1888 3.7836 -0.7556 0.002
C 2.0045 2.9176 1.0774 0.025
C 0.8894 3.8332 0.6850 0.013
H 2.3937 0.0132 2.1301 0.012
H 3.1561 1.2948 2.9874 0.000
H 4.1635 0.0569 2.6540 0.000
H 4.3633 2.0037 1.0192 0.011
H 4.0455 0.4614 0.1773 -0.011
H 3.6666 1.8528 -1.6139 0.000
H 2.3234 2.9656 -1.7122 0.002
H 4.7746 3.5972 0.1367 0.000
H 4.8885 3.8786 -1.5829 0.000
H 3.7429 4.8001 -0.6114 0.000
H 2.8727 3.4586 1.3896 0.010
H 1.7219 2.3952 1.9836 -0.002
H 0.0956 3.1785 0.3183 0.004
H 1.1804 4.5260 -0.0983 0.001
H 0.5579 4.5168 1.4847 0.000
C 5.2201 7.2194 1.4468 0.000
C 5.3716 7.3162 2.9729 0.000
N 5.2026 6.0896 3.7155 0.000
C 4.6356 6.2648 4.9828 0.000
C 3.1226 6.4456 5.0435 0.000
C 6.2647 5.1310 3.6706 0.000
C 5.8075 3.6976 3.7965 0.000
H 5.1993 8.2056 0.9973 0.000
H 4.3702 6.6831 1.0667 0.000
H 6.0065 6.6203 1.0004 0.000
H 6.3539 7.8347 3.0868 0.000
H 4.5640 7.9641 3.4003 0.000
H 4.8748 5.3306 5.5702 0.000
H 5.0724 7.0324 5.5771 0.000
H 2.7634 6.5789 6.0576 0.000
H 2.7526 7.2045 4.4020 0.000
H 2.7885 5.4635 4.7124 0.000
H 6.9315 5.4155 4.4999 0.000
H 6.7631 5.2751 2.7341 0.000
H 5.4171 3.3532 2.8314 0.000
H 4.9469 3.6280 4.4322 0.000
H 6.5937 2.9983 4.1624 0.000
C -4.2810 -2.2568 1.4141 0.000
C -4.9539 -3.4443 0.7391 0.001
N -4.0280 -4.5161 0.4092 0.000
C -4.4701 -5.5457 -0.5009 0.000
C -3.5793 -5.7714 -1.7222 0.000
C -3.2354 -5.0615 1.4950 0.001
C -4.1069 -5.5317 2.7183 0.000
H -3.4500 -1.8249 0.8819 0.000
H -3.9280 -2.5044 2.4258 0.000
H -4.9513 -1.4100 1.5429 0.000
H -5.8067 -3.7544 1.3936 0.000
H -5.5038 -3.1567 -0.2087 0.000
H -4.5836 -6.5115 0.0350 0.000
H -5.4943 -5.3582 -0.8001 0.000
H -3.9010 -6.6208 -2.3315 0.000
H -3.4276 -4.8662 -2.3375 0.000
H -2.6931 -6.0890 -1.2319 0.000
H -2.4436 -4.3423 1.8174 -0.001
H -2.6081 -5.9206 1.1277 0.000
H -4.5931 -4.5976 3.0985 0.000
H -3.4945 -6.0101 3.4755 0.000
H -4.8649 -6.2597 2.4359 0.000
C 0.5487 -1.6474 -4.7318 0.001
C 1.8910 -1.9068 -5.5340 0.000
N 2.9319 -2.6501 -4.8145 0.000
C 4.3540 -2.3230 -5.2489 0.000
C 4.7045 -0.8480 -5.2216 0.000
C 2.5589 -4.0712 -4.6715 0.000
C 3.3729 -4.8004 -3.5430 0.000
H 0.5771 -0.7604 -4.1567 0.005
H 0.4124 -2.5241 -4.0246 -0.001
H -0.2803 -1.6825 -5.4679 -0.001
H 1.6972 -2.3911 -6.4430 0.000
H 2.1706 -0.8656 -5.7198 0.000
H 5.0456 -2.8120 -4.5716 0.000
H 4.4071 -2.9397 -6.1867 0.000
H 5.8186 -0.7152 -5.1342 0.000
H 4.3390 -0.3266 -6.0588 0.000
H 4.2376 -0.3964 -4.3463 -0.001
H 2.7490 -4.4275 -5.6950 0.000
H 1.4841 -4.1807 -4.5023 0.000
H 3.6712 -4.1031 -2.7870 0.000
H 4.1590 -5.2985 -4.0230 0.000
H 2.7813 -5.5947 -3.0736 0.000
C 1.3110 -0.8288 6.1623 0.000
C 0.7224 -0.4687 4.7564 0.001
N -0.7796 -0.2004 4.7928 0.002
C -1.7113 -1.3786 5.1364 0.000
C -1.3909 -2.5163 4.2386 0.000
C -1.1084 1.0426 5.5338 0.000
C -0.2163 2.2180 5.0644 0.001
H 0.6180 -1.4274 6.7445 0.000
H 1.4554 0.0253 6.7859 0.000
H 2.3044 -1.2299 6.0384 0.000
H 1.2089 0.3827 4.2565 0.000
H 0.9209 -1.3073 4.0080 -0.001
H -1.6080 -1.6249 6.1871 0.000
H -2.7538 -1.0021 5.0658 0.000
H -0.3550 -2.7912 4.2415 0.000
H -1.9588 -3.4524 4.2851 0.000
H -1.4629 -2.1283 3.2303 0.000
H -0.9341 0.9026 6.6792 0.000
H -2.1808 1.2693 5.3628 0.000
H 0.7678 2.1865 5.5056 0.000
H -0.5981 3.2188 5.3812 0.000
H -0.1015 2.3856 4.0172 -0.001

No. 2
180
Properties=species:S:1:pos:R:3:lowdin_charge:R:1 method="wB97M-V/def2-TZVPD" homo_energy_ev=-7.66 de_lowest_kcal_mol=53.8 energy_ev=-79610.3284 lumo_ha=0.0165 smiles=CC1(C)CCCC(C)(C)N1O.CC1(C)CCCC(C)(C)N1O.CC1(C)CCCC(C)(C)N1O.CC1(C)CCCC(C)(C)N1O.CC1(C)CCCC(C)(C)N1O.CC(C)O.CCO.CCO
C 18.2599 19.3881 16.1413 -0.062
C 17.2172 19.0329 17.1658 -0.516
C 15.8199 19.2695 16.6600 -0.061
O 17.3881 17.6795 17.5670 -0.077
H 18.1218 18.7838 15.1819 0.109
H 19.2673 19.2884 16.5072 0.068
H 18.2212 20.4649 15.8618 0.089
H 17.3724 19.5810 18.0870 0.135
H 15.0525 19.4078 17.4136 0.065
H 15.4690 18.4492 15.9284 0.101
H 15.8725 20.2547 16.0831 0.097
H 17.6194 17.1591 16.7849 0.053
C 12.6720 13.2560 17.4155 -0.034
C 11.6836 14.3578 17.1623 -0.537
C 12.4636 15.6590 16.9812 -0.148
C 11.5910 16.7782 16.4710 -0.146
C 10.9674 16.2800 15.1408 -0.137
C 10.1758 15.0272 15.2578 -0.500
N 11.0628 14.0042 15.9092 -0.051
O 10.2394 12.7760 15.9549 -0.021
C 8.8609 15.1982 15.9365 -0.039
C 9.9061 14.3765 13.8245 -0.007
C 10.7316 14.3495 18.4049 -0.002
H 12.1838 12.2877 17.3191 0.094
H 13.1166 13.4636 18.3727 0.063
H 13.3770 13.3795 16.6166 0.070
H 13.1014 15.8981 17.8775 0.111
H 13.2348 15.4336 16.2463 0.103
H 12.2845 17.6275 16.2913 0.113
H 10.7981 17.0607 17.2437 0.129
H 11.8078 16.0474 14.5041 0.111
H 10.4584 17.0190 14.6088 0.103
H 8.7942 15.7500 16.8603 0.065
H 8.1958 15.7774 15.3059 0.091
H 8.4332 14.2349 16.1816 0.088
H 10.8634 13.9458 13.3235 0.094
H 9.2331 13.5158 13.8736 0.080
H 9.4874 15.1151 13.2233 0.051
H 11.3160 14.2154 19.3070 0.075
H 10.1820 13.4381 18.3925 0.069
H 10.0430 15.2163 18.4209 0.073
H 10.5816 12.3285 15.2215 0.044
C 14.4168 13.0123 9.0394 -0.056
C 13.0433 12.8702 9.6288 -0.507
C 12.5327 11.4946 9.1768 -0.136
C 13.2075 10.3289 9.8983 -0.216
C 13.1058 10.4409 11.3861 -0.158
C 13.6306 11.8202 11.9847 -0.443
N 12.9856 12.9467 11.1212 -0.084
O 13.5488 14.1660 11.4149 -0.062
C 13.1715 12.1245 13.3846 -0.068
C 15.2323 11.7540 12.0243 -0.027
C 12.1987 14.0904 9.0805 -0.029
H 14.8895 13.9170 9.3362 0.074
H 14.3538 13.0445 7.9702 0.077
H 15.0825 12.1209 9.1952 0.087
H 11.4489 11.4805 9.3234 0.123
H 12.7652 11.3788 8.1181 0.116
H 14.3060 10.1600 9.6439 0.119
H 12.6836 9.3621 9.7078 0.120
H 13.8122 9.6453 11.8594 0.144
H 12.0509 10.2755 11.7569 0.128
H 13.4668 13.1229 13.7565 0.077
H 12.1030 12.0839 13.4187 0.046
H 13.5803 11.3175 14.0947 0.117
H 15.6346 11.3633 12.9438 0.045
H 15.6299 11.1939 11.0957 0.086
H 15.6011 12.7952 11.8733 0.075
H 12.6542 15.0819 9.2535 0.075
H 11.2111 14.1762 9.5479 0.075
H 12.1191 13.9827 7.9542 0.098
H 13.0783 14.6846 12.0679 0.093
C 21.6195 8.5120 17.7180 -0.021
C 20.2182 9.1917 18.0661 -0.492
C 20.5277 10.7170 18.2443 -0.110
C 19.3182 11.6857 18.1342 -0.197
C 18.5474 11.3648 16.9090 -0.188
C 18.1500 9.9520 16.7072 -0.499
N 19.3209 9.0389 16.9307 -0.102
O 19.0008 7.6880 16.6912 -0.004
C 16.9472 9.6985 17.5900 -0.027
C 17.6715 9.6960 15.2225 -0.011
C 19.6669 8.7102 19.3737 -0.035
H 22.3937 8.7603 18.5147 0.097
H 21.9683 8.8884 16.7696 0.065
H 21.6295 7.3964 17.6267 0.083
H 21.1322 10.9549 19.0971 0.106
H 21.1229 11.0462 17.3297 0.134
H 19.4837 12.7721 18.0876 0.101
H 18.7191 11.4514 19.0165 0.089
H 19.2776 11.7029 16.0504 0.159
H 17.6465 12.0434 16.8892 0.119
H 16.9922 8.7192 18.1222 0.087
H 16.9324 10.4206 18.4235 0.066
H 16.0503 9.7238 16.9962 0.077
H 17.2813 8.7277 15.0412 0.063
H 16.8939 10.4748 14.9941 0.088
H 18.5482 9.7943 14.6203 0.070
H 18.6861 9.0799 19.6378 0.076
H 20.3083 9.1457 20.0953 0.076
H 19.6056 7.6785 19.5482 0.069
H 18.4718 7.3795 17.4332 0.080
C 22.1831 16.1427 14.5930 -0.019
C 21.8133 15.5192 13.2265 -0.509
C 22.9869 15.7369 12.2890 -0.158
C 22.8874 14.9617 11.0090 -0.185
C 22.7392 13.5208 11.4008 -0.121
C 21.5029 13.1844 12.3446 -0.498
N 21.6553 14.0963 13.4857 -0.113
O 20.6967 13.7865 14.4575 -0.044
C 20.1352 13.3008 11.6743 -0.017
C 21.7856 11.7674 12.8240 -0.050
C 20.5550 16.1970 12.6400 -0.010
H 22.5169 17.1424 14.3927 0.079
H 22.9965 15.6286 15.0737 0.087
H 21.3496 16.1370 15.3497 0.065
H 23.1162 16.8390 12.0924 0.140
H 23.8658 15.4438 12.8892 0.127
H 23.7321 15.0832 10.3467 0.114
H 22.0243 15.3583 10.5234 0.090
H 23.5795 13.2734 12.0347 0.109
H 22.7044 12.7803 10.5936 0.122
H 19.3356 13.2335 12.3976 0.071
H 20.0416 14.1503 11.0249 0.051
H 20.1519 12.4516 10.9353 0.101
H 21.1115 11.5006 13.6530 0.069
H 21.6479 10.9841 12.0324 0.100
H 22.7207 11.6092 13.3700 0.086
H 20.3828 15.9159 11.5613 0.081
H 20.6717 17.2592 12.6726 0.074
H 19.6704 16.0439 13.2344 0.066
H 20.2926 14.6019 14.7998 0.038
C 16.7850 17.1118 20.7650 -0.014
C 15.6039 16.1513 20.8476 -0.549
C 15.0461 15.6616 19.5305 -0.130
C 15.8625 14.5249 18.8493 -0.182
C 15.9280 13.3710 19.7521 -0.170
C 16.6579 13.7817 21.0399 -0.486
N 15.7657 14.8897 21.6005 -0.070
O 16.1357 15.1278 22.9565 -0.041
C 16.6007 12.5982 21.9570 -0.053
C 18.1602 14.1271 20.8414 -0.028
C 14.4836 16.8279 21.5846 -0.051
H 16.9825 17.5345 21.7658 0.092
H 16.4465 17.8866 20.0813 0.076
H 17.7133 16.7230 20.3524 0.050
H 14.0451 15.1953 19.8472 0.132
H 14.8960 16.4250 18.7395 0.113
H 16.9174 14.8591 18.5800 0.125
H 15.3211 14.2473 17.9147 0.098
H 16.4460 12.4703 19.2668 0.127
H 14.9392 13.0471 20.0379 0.110
H 17.3915 11.9065 21.5982 0.090
H 16.8180 12.8711 23.0527 0.107
H 15.5918 12.1769 21.9561 0.086
H 18.7474 14.0361 21.7724 0.095
H 18.6129 13.5790 20.0171 0.055
H 18.4086 15.1152 20.4405 0.034
H 13.7706 16.0501 21.7381 0.074
H 14.1136 17.6206 20.9455 0.085
H 14.6764 17.2315 22.6477 0.117
H 17.0091 15.5244 23.0463 0.091
C 21.8312 15.3412 19.1406 -0.071
C 20.9480 15.4049 17.9379 -0.321
O 19.5894 15.6361 18.3142 -0.111
H 22.8151 14.9917 18.9234 0.070
H 21.2932 14.7115 19.8709 0.086
H 22.0234 16.3294 19.5342 0.075
H 20.9926 14.5074 17.3404 0.103
H 21.3572 16.2328 17.3408 0.104
H 19.4833 16.6093 18.4315 0.104
C 16.3728 15.4543 14.7134 -0.053
C 17.5234 14.5436 15.0552 -0.288
O 18.6362 15.2559 15.6054 -0.123
H 15.6859 14.9745 14.0585 0.050
H 16.7979 16.3763 14.3261 0.072
H 15.7954 15.6692 15.6981 0.093
H 18.0008 13.9936 14.2779 0.087
H 17.2367 13.7514 15.8077 0.109
H 18.8109 14.9717 16.5267 0.064